(1)
{"formula": "C7H10O", "method": "ωB97M-V with the def2-TZVPD basis set", "species": ["C", "C", "C", "C", "C", "C", "C", "O", "H", "H", "H", "H", "H", "H", "H", "H", "H", "H"], "positions_angstrom": [[2.75341, 1.74892, 1.46535], [0.46231, -0.79707, -0.18544], [-1.67984, -0.01289, 0.48410], [-0.34908, 0.51060, -0.08201], [-0.91781, -0.71179, -0.70583], [1.75830, 1.11833, 2.03505], [-1.35226, -1.19161, -2.09199], [3.65546, 2.39449, 1.10888], [1.30703, -1.09611, -0.80441], [0.52958, -1.40105, 0.76548], [-1.69480, -0.50722, 1.47925], [-2.63110, 0.39456, 0.22993], [-0.09843, 1.41521, -0.44153], [1.56363, 0.11963, 1.85297], [1.18581, 1.80643, 2.62200], [-1.62679, -0.32602, -2.79956], [-2.32741, -1.86827, -2.18867], [-0.53802, -1.59614, -2.74360]], "mulliken_charge": [0.540, -0.537, -0.656, -0.632, 0.682, -0.826, -1.227, -0.382, 0.288, 0.262, 0.174, 0.306, 0.462, 0.407, 0.276, 0.285, 0.248, 0.328], "s2": 2.01, "multiplicity": 3, "charge": 0, "lumo_energy_ev": [0.90, -1.93]}



(2)
{"formula": "C40H42BNO4", "method": "ωB97M-V with the def2-TZVPD basis set", "species": ["C", "C", "C", "C", "C", "B", "C", "C", "C", "C", "C", "O", "C", "C", "C", "C", "C", "O", "C", "C", "C", "C", "C", "O", "O", "H", "H", "H", "H", "H", "H", "H", "H", "H", "H", "H", "H", "H", "H", "H", "H", "H", "H", "H", "H", "C", "C", "C", "C", "C", "N", "C", "C", "C", "C", "C", "C", "C", "C", "C", "C", "C", "C", "C", "C", "C", "H", "H", "H", "H", "H", "H", "H", "H", "H", "H", "H", "H", "H", "H", "H", "H", "H", "H", "H", "H", "H", "H"], "positions_angstrom": [[5.80921, 0.31308, -0.50676], [4.61553, 1.11438, -0.26109], [4.32950, 1.76321, 0.91278], [3.01228, 2.22564, 0.85105], [2.38445, 1.64692, -0.30546], [0.67444, -2.39038, 2.18503], [0.92192, -0.98171, 2.94288], [2.09062, -0.47249, 3.45412], [1.81326, 0.80256, 4.04068], [0.48627, 1.07372, 3.82020], [-0.33518, 2.23996, 4.13832], [-0.07131, -0.02507, 3.15977], [1.43080, 2.35130, -1.07571], [1.07882, 2.28680, -2.41763], [0.19238, 3.36654, -2.67425], [0.17095, 4.13200, -1.53350], [-0.35774, 5.44548, -1.22767], [0.89074, 3.51361, -0.55556], [1.70363, -2.39296, 0.97217], [1.89628, -2.09367, -0.37974], [3.21824, -2.46834, -0.76500], [3.80629, -2.93818, 0.38545], [5.15995, -3.34286, 0.65907], [2.93636, -2.86355, 1.43208], [3.47977, 1.01509, -1.03454], [6.60773, 0.53663, 0.21056], [5.56906, -0.74621, -0.34719], [6.30213, 0.41886, -1.47714], [4.95430, 1.77592, 1.78892], [2.64592, 3.04695, 1.45711], [3.06131, -0.92572, 3.44315], [2.48250, 1.43899, 4.60876], [-1.03246, 1.99359, 4.93740], [0.34088, 3.00071, 4.52515], [-0.91867, 2.74278, 3.35966], [1.36267, 1.46356, -3.06945], [-0.35630, 3.51604, -3.60298], [0.43767, 6.19866, -1.11534], [-0.98049, 5.76884, -2.06680], [-1.00002, 5.41907, -0.34583], [1.23946, -1.57205, -1.05509], [3.70998, -2.36613, -1.72783], [5.45459, -4.09656, -0.07209], [5.85933, -2.50555, 0.57052], [5.22950, -3.73457, 1.67060], [-4.25737, 1.21162, -0.45775], [-2.94457, 1.92486, -0.84021], [-3.25384, 3.03747, -1.84502], [-2.34269, 2.50853, 0.43438], [-1.98885, 0.99218, -1.59864], [-2.30515, 0.69308, -2.89261], [-1.71060, -0.49069, -3.31050], [-0.98952, -0.97373, -2.20776], [-0.76724, -2.34566, -2.16484], [-1.03609, -3.13799, -3.28935], [-1.59584, -2.57349, -4.44193], [-1.97875, -1.23068, -4.46222], [-0.99148, 0.06523, -1.15296], [-0.44289, -0.24664, 0.13217], [-1.26901, -1.39781, 0.77747], [-2.66476, -1.56705, 0.49112], [-3.48182, -2.60298, 0.95999], [-2.99830, -3.58472, 1.82556], [-3.83613, -4.77868, 2.13728], [-1.66728, -3.43098, 2.23330], [-0.83969, -2.41875, 1.68856], [-4.12893, 0.59316, 0.43978], [-5.04918, 1.94787, -0.24243], [-4.63444, 0.56748, -1.26170], [-2.31204, 3.46032, -2.22983], [-3.85537, 2.67195, -2.69298], [-3.82934, 3.84284, -1.36920], [-1.41017, 3.03864, 0.20803], [-3.06789, 3.22682, 0.86466], [-2.12893, 1.73035, 1.17918], [-2.89800, 1.26687, -3.49238], [-0.41015, -2.81401, -1.25578], [-0.80323, -4.20906, -3.27249], [-1.79022, -3.20105, -5.30639], [-2.47061, -0.77643, -5.32222], [0.09424, 0.46241, 0.74792], [-3.10606, -0.79700, -0.14335], [-4.52422, -2.60982, 0.64622], [-3.60862, -5.21906, 3.10487], [-4.88725, -4.48594, 2.13909], [-3.72851, -5.58628, 1.40246], [-1.27837, -4.11419, 3.00828], [0.88260, -3.34388, 2.92346]], "mulliken_charge": [-1.123, 0.457, -0.631, -0.745, 1.191, -0.494, 0.764, -0.527, -1.009, 0.585, -1.342, -0.333, 0.077, -0.299, -0.490, 0.319, -1.415, -0.435, 1.457, -0.313, -2.267, 0.579, -1.331, -0.403, -0.334, 0.409, -0.141, 0.352, 0.406, 0.466, 0.658, 0.466, 0.319, 0.382, 0.151, 0.601, 0.513, 0.377, 0.349, 0.308, 1.043, 0.427, 0.339, 0.240, 0.339, -2.027, 3.030, -1.749, -1.690, -0.816, 0.567, -0.219, 0.136, -0.350, -1.168, -0.575, -1.015, 1.605, -0.251, 0.367, -0.795, -1.458, 1.126, -1.672, -1.063, 0.213, 0.538, 0.500, 0.254, 0.176, 0.437, 0.452, -0.072, 0.485, 0.385, 0.282, 0.376, 0.442, 0.382, 0.427, 0.452, 0.875, 0.383, 0.389, 0.386, 0.289, 0.319, -0.293], "charge": 0, "lumo_energy_ev": -1.99}



(3)
{"formula": "C26H36BrCoN3O2SbSe2", "method": "ωB97M-V with the def2-TZVPD basis set", "species": ["Co", "C", "C", "C", "C", "N", "C", "C", "C", "C", "C", "C", "N", "C", "C", "C", "C", "C", "N", "H", "H", "H", "H", "H", "H", "H", "H", "H", "H", "H", "O", "C", "C", "C", "O", "C", "Se", "C", "Se", "H", "H", "H", "H", "H", "H", "H", "H", "H", "H", "Br", "C", "C", "Sb", "C", "C", "C", "C", "H", "H", "H", "H", "H", "H", "H", "H", "H", "H", "H", "H", "H", "H", "H"], "positions_angstrom": [[0.24019, 0.82519, -0.12003], [4.21088, -0.83318, -0.43275], [4.13079, -1.87962, 0.47409], [2.94007, -2.10352, 1.13641], [1.86409, -1.26714, 0.88302], [1.95160, -0.24241, 0.01798], [3.09510, -0.04222, -0.63362], [0.52443, -1.45074, 1.46285], [0.14485, -2.43239, 2.36400], [-1.18355, -2.51309, 2.73155], [-2.10683, -1.63139, 2.19168], [-1.65774, -0.66168, 1.31249], [-0.36527, -0.58192, 0.99089], [-2.47858, 0.37640, 0.66081], [-3.85233, 0.49234, 0.81557], [-4.51477, 1.52516, 0.17816], [-3.78522, 2.42229, -0.58546], [-2.41830, 2.23929, -0.69755], [-1.77897, 1.23419, -0.10470], [5.11561, -0.63625, -0.99062], [4.98079, -2.52699, 0.64610], [2.83305, -2.93717, 1.81437], [3.08340, 0.77518, -1.34543], [0.86219, -3.14880, 2.73331], [-1.50931, -3.28613, 3.41401], [-3.15271, -1.70126, 2.45268], [-4.39263, -0.21599, 1.42726], [-5.58655, 1.63321, 0.28330], [-4.25748, 3.25464, -1.08744], [-1.79353, 2.91662, -1.26762], [-0.46322, 4.86472, 0.62393], [0.83201, 5.31775, 0.30334], [1.99299, 4.37140, 0.66110], [3.18652, 5.32449, 0.89312], [4.45374, 4.69273, 1.01524], [1.77094, 3.60336, 1.97229], [0.46266, 2.13190, 2.09088], [2.37816, 3.46450, -0.51763], [0.97328, 2.58403, -1.57390], [-0.45932, 3.89565, 0.56545], [0.95358, 6.25778, 0.85498], [0.91776, 5.55213, -0.76822], [2.98105, 5.93568, 1.78201], [3.27848, 5.99782, 0.03646], [4.37306, 4.00989, 1.68914], [1.48932, 4.31905, 2.74834], [2.72540, 3.16149, 2.27569], [3.07876, 2.70397, -0.17061], [2.91373, 4.07323, -1.24953], [-0.00101, -3.84490, -0.65404], [-2.82943, -2.16756, -4.07127], [-2.39799, -1.67846, -2.69577], [-0.42419, -0.80561, -2.60226], [0.68692, -2.24786, -3.75606], [2.18522, -1.98782, -3.63237], [-0.69400, 0.50039, -4.32019], [-1.73071, 1.60126, -4.12665], [-3.80480, -2.66206, -4.03266], [-2.11509, -2.88880, -4.47323], [-2.90646, -1.34607, -4.78725], [-2.36629, -2.49455, -1.97215], [-3.09005, -0.92267, -2.30917], [0.34934, -2.18611, -4.79369], [0.43819, -3.22570, -3.34811], [2.44979, -0.96142, -3.90557], [2.76552, -2.65987, -4.27127], [2.50631, -2.15303, -2.60186], [-0.95333, -0.14288, -5.16479], [0.28441, 0.93793, -4.53156], [-2.68540, 1.20337, -3.76843], [-1.93063, 2.13818, -5.05895], [-1.37963, 2.33529, -3.39958]], "mulliken_charge": [-0.189, -1.281, -0.613, -0.693, 0.794, 1.286, -0.302, -0.410, -0.434, -1.022, -0.741, 0.046, 1.330, 0.548, -0.751, -0.732, -1.194, -0.274, 1.120, 0.434, 0.405, 0.401, 0.655, 0.417, 0.410, 0.451, 0.451, 0.412, 0.448, 0.529, -0.554, -1.073, 1.824, -1.322, -0.525, -1.465, -0.181, -1.106, -0.437, 0.120, 0.442, 0.249, 0.422, 0.452, 0.342, 0.341, 0.391, 0.386, 0.528, -0.707, -1.257, -0.556, -0.459, -0.822, -1.033, -0.964, -0.800, 0.425, 0.275, 0.258, 0.521, 0.289, 0.469, 0.495, 0.290, 0.398, 0.157, 0.516, 0.532, 0.238, 0.435, -0.033], "s2": 0.76, "multiplicity": 2, "charge": -1, "lumo_energy_ev": [2.01, 2.00]}



(4)
{"formula": "C7H19NO5", "method": "ωB97M-V with the def2-TZVPD basis set", "species": ["C", "C", "N", "C", "C", "C", "C", "C", "H", "H", "H", "H", "H", "H", "H", "H", "H", "H", "H", "O", "H", "H", "O", "H", "H", "O", "H", "H", "O", "H", "H", "O"], "positions_angstrom": [[-2.89734, 0.52302, 0.02533], [-2.09201, 1.07368, -0.93503], [-0.78506, 0.58310, -0.67720], [-0.82757, -0.46599, 0.29983], [-2.12035, -0.44582, 0.76326], [-2.63414, -1.25549, 1.88947], [1.62626, -0.85527, 0.76728], [0.36749, -1.26327, 0.57837], [-3.91901, 0.95580, 0.18604], [-2.11520, 1.82031, -1.68490], [0.02964, 0.77448, -1.23349], [-1.80603, -1.74045, 2.35609], [-3.24120, -0.77246, 2.67583], [-3.44421, -1.95887, 1.65998], [1.86449, 0.21118, 0.78726], [2.31208, -1.53489, 1.21855], [0.10985, -2.35287, 0.74862], [2.63623, 1.66726, -0.47106], [3.49070, 1.50790, -1.72061], [3.34321, 1.10690, -0.84781], [-0.19116, -0.62747, -4.10685], [-1.14881, -1.62974, -3.28235], [-0.51895, -0.91442, -3.26011], [2.74960, 2.68094, 1.02255], [1.68496, 3.83277, 0.84449], [2.03621, 3.02470, 0.50402], [1.29146, -2.16374, -2.49824], [1.43991, -2.58214, -0.95310], [1.87560, -2.28626, -1.75256], [-0.33767, 0.69037, 2.72830], [0.72873, 1.18101, 1.72390], [0.49232, 1.21574, 2.64412]], "mulliken_charge": [-0.836, -0.442, 0.221, -0.724, 1.382, -1.626, -0.587, 0.094, 0.308, 0.480, 0.202, 0.344, 0.354, 0.360, -0.422, 0.408, 0.421, 0.410, 0.293, -0.619, 0.276, 0.291, -0.568, 0.295, 0.272, -0.694, 0.302, 0.377, -0.625, 0.383, 0.337, -0.667], "smiles": "C=Cc1[nH]ccc1C.O.O.O.O.O", "charge": 0, "lumo_energy_ev": 0.38}



no.,energy (a.u.),largest force on an atom (eV/A)
1,-347.66567,3.7
2,-1929.77646,5.4
3,-10327.11390,0.3
4,-709.00077,3.8